1.
C14H20N2ORe as an isolated structure at a distorted geometry, computed with wB97M-V/def2-TZVPD.

Properties
frontier orbital gap (alpha / beta): 6.40 / 6.62 eV
LUMO level (alpha / beta): -1.10 / -0.57 eV
2S+1: 2

Last column: Mulliken charge in e.
Geometry (Å):
1 Re -1.173 -1.152 -0.254  0.4991
2 C -1.194 -2.062 2.431  -0.7822
3 C -0.226 -2.450 1.430  -0.5082
4 C 0.999 -1.770 1.783  -0.7009
5 C 0.764 -1.005 2.897  -0.4757
6 C -0.588 -1.182 3.300  -0.6058
7 H -2.180 -2.487 2.534  0.4429
8 H -0.214 -3.445 0.999  0.6796
9 H 1.945 -1.914 1.291  0.4474
10 H 1.475 -0.376 3.404  0.5191
11 H -1.048 -0.718 4.158  0.5058
12 O -2.321 -5.011 -1.699  -0.5360
13 C -2.015 -3.924 -1.399  0.6171
14 N -1.693 -2.817 -1.113  -0.4419
15 C 1.806 -0.732 -2.783  -1.6697
16 C 0.760 0.315 -2.349  2.6217
17 C 1.308 1.105 -1.160  -1.7562
18 C 0.484 1.268 -3.520  -1.8617
19 C -0.454 -0.493 -1.997  -1.3094
20 H 2.755 -0.247 -2.990  0.4094
21 H 1.470 -1.251 -3.675  0.4589
22 H 1.937 -1.462 -1.988  0.3354
23 H 2.262 1.562 -1.410  0.5328
24 H 1.456 0.434 -0.315  0.2836
25 H 0.610 1.888 -0.874  0.2429
26 H 1.387 1.827 -3.758  0.4156
27 H -0.302 1.977 -3.268  0.4001
28 H 0.175 0.713 -4.402  0.4326
29 H -0.842 -0.959 -2.914  0.3999
30 C -0.073 3.325 2.227  -1.0312
31 C -1.466 2.706 2.061  -0.4946
32 C -1.369 1.481 1.321  0.6379
33 N -1.194 0.528 0.682  -0.2005
34 H -0.142 4.261 2.776  0.3595
35 H 0.359 3.525 1.251  0.2961
36 H 0.583 2.644 2.766  0.2665
37 H -2.130 3.391 1.521  0.2838
38 H -1.912 2.509 3.039  0.2863



2.
C14H20N2OSr as an isolated structure at a distorted geometry, computed with wB97M-V/def2-TZVPD.

Properties
frontier orbital gap (alpha / beta): 2.60 / 1.72 eV
LUMO level (alpha / beta): -0.35 / -1.60 eV
energy relative to the best compared isomer or geometry (same formula, charge and spin): 8.154 eV
2S+1: 1

Last column: Mulliken charge in e.
Geometry (Å):
1 C -1.508 -0.206 5.042  -1.4072
2 C -1.390 -1.067 3.763  -0.1163
3 H -0.954 0.622 5.496  0.6669
4 H -1.337 -0.887 5.896  0.3514
5 H -2.520 0.211 5.048  0.1997
6 H -1.725 -2.115 3.455  0.1126
7 H -0.694 -1.831 4.250  0.2756
8 H -2.524 -1.084 3.643  0.1598
9 C 1.351 2.895 -2.966  -0.1572
10 C 1.159 3.541 -4.200  -0.5832
11 C 0.976 2.764 -5.365  -0.4441
12 C 0.953 1.374 -5.219  -0.5478
13 H 1.561 3.461 -2.024  0.3202
14 H 1.163 4.652 -4.236  0.3220
15 H 0.874 3.248 -6.334  0.4201
16 H 0.856 0.734 -6.090  0.2574
17 N 1.281 1.543 -2.820  -0.0913
18 C 1.088 0.806 -3.947  0.4830
19 C 0.965 -0.652 -3.760  0.1841
20 N 1.098 -1.060 -2.455  -0.4581
21 C 0.837 -2.340 -2.113  0.2035
22 C 0.430 -2.924 -4.420  -0.4101
23 C 0.523 -3.315 -3.072  -0.6580
24 H 0.887 -2.572 -1.033  0.2225
25 H 0.353 -4.363 -2.765  0.3411
26 C 0.641 -1.586 -4.772  -0.4528
27 H 0.588 -1.246 -5.808  0.2545
28 H 0.186 -3.668 -5.212  0.3596
29 Sr 0.916 0.379 -0.434  0.8295
30 C -1.526 0.653 -0.722  -1.5819
31 H -1.792 -0.091 -1.489  0.3098
32 H -1.977 1.622 -0.985  0.3057
33 H -1.887 0.314 0.269  0.2932
34 C 0.321 0.480 2.976  0.0816
35 O -0.630 -0.535 2.566  -0.4213
36 H 1.294 0.080 3.382  0.3060
37 H -0.172 0.917 3.825  0.0562
38 H 0.488 1.399 2.269  0.0133



3.
C14H20N3O5Os as an isolated structure at a distorted geometry, computed with wB97M-V/def2-TZVPD.

Properties
frontier orbital gap (alpha / beta): 5.76 / 5.76 eV
LUMO level (alpha / beta): -13.41 / -13.40 eV
charge: +3
2S+1: 1

Last column: Mulliken charge in e.
Geometry (Å):
1 Os 0.131 0.108 -0.207  2.2761
2 C -2.084 -0.576 1.879  -0.3726
3 C -1.783 0.897 1.969  -0.5513
4 O -1.358 1.316 0.642  -0.5048
5 C -2.464 1.550 -0.318  -0.4103
6 C -2.619 0.356 -1.240  -0.4358
7 O -1.263 0.139 -1.722  -0.3533
8 C -0.931 -0.915 -2.701  -0.4672
9 C -0.234 -2.069 -2.011  -0.6069
10 O 0.880 -1.468 -1.238  -0.4451
11 C 1.812 -2.345 -0.521  -0.4645
12 C 2.558 -1.422 0.422  -0.5013
13 O 1.628 -0.544 1.148  -0.5255
14 C 1.134 -1.025 2.424  -0.4916
15 C -0.050 -1.919 2.152  -0.4546
16 O -0.945 -1.224 1.213  -0.7135
17 H -2.967 -0.793 1.284  0.2820
18 H -2.232 -1.017 2.862  0.4970
19 H -0.949 1.125 2.628  0.2455
20 H -2.641 1.493 2.276  0.4519
21 H -2.174 2.438 -0.876  0.3394
22 H -3.373 1.761 0.242  0.4442
23 H -3.263 0.604 -2.084  0.5183
24 H -2.978 -0.551 -0.756  0.2124
25 H -0.264 -0.429 -3.412  0.3094
26 H -1.836 -1.237 -3.215  0.4685
27 H 0.187 -2.757 -2.744  0.4753
28 H -0.867 -2.613 -1.305  0.3100
29 H 2.493 -2.787 -1.249  0.5068
30 H 1.236 -3.132 -0.038  0.2752
31 H 3.206 -0.744 -0.131  0.3114
32 H 3.163 -1.979 1.137  0.4410
33 H 0.867 -0.132 2.984  0.2487
34 H 1.937 -1.539 2.952  0.4760
35 H -0.592 -2.153 3.065  0.5029
36 H 0.222 -2.860 1.683  0.2058
37 N 1.089 1.606 -0.744  -0.4698
38 C 1.677 2.621 -0.866  0.7812
39 C 2.350 3.794 -1.019  0.6597
40 C 1.666 4.913 -1.555  -0.1353
41 N 1.084 5.794 -2.018  -0.1113
42 C 3.714 3.853 -0.642  -0.1091
43 N 4.829 3.862 -0.349  -0.1148



4.
A 2-piece molecular cluster, C14H20N4O3S overall at a distorted geometry, computed with wB97M-V/def2-TZVPD.

Properties
frontier orbital gap: 8.52 eV
SMILES: CNC(=O)[C@@H](NC(C)=O)[C@@H](C)O.Nc1ccc2ncsc2c1
LUMO level: 0.38 eV
energy relative to the best compared isomer or geometry (same formula, charge and spin): 0.000 eV
2S+1: 1

Last column: Mulliken charge in e.
Geometry (Å):
1 C 1.675 -1.084 -4.152  -0.9838
2 N 1.375 -1.123 -2.723  -0.0452
3 C 1.500 -0.080 -1.895  0.3280
4 O 1.879 1.011 -2.306  -0.7307
5 C 1.158 -0.233 -0.401  0.5084
6 N 0.461 -1.468 0.035  0.1667
7 C 0.806 -2.744 -0.142  0.9934
8 C -0.101 -3.771 0.492  -1.3833
9 O 1.773 -3.109 -0.792  -0.6716
10 C 2.367 0.098 0.498  -0.2040
11 C 3.656 -0.668 0.195  -1.2844
12 O 2.670 1.466 0.374  -0.6020
13 H 1.022 -0.366 -4.651  0.3033
14 H 1.532 -2.072 -4.592  0.3720
15 H 2.711 -0.774 -4.300  0.2989
16 H 1.207 -2.026 -2.297  0.0706
17 H 0.445 0.570 -0.214  0.1206
18 H -0.389 -1.319 0.556  -0.1404
19 H -0.116 -3.624 1.570  0.3224
20 H -1.107 -3.671 0.089  0.3024
21 H 0.282 -4.766 0.270  0.3835
22 H 2.092 -0.086 1.537  0.4700
23 H 4.462 -0.276 0.816  0.4105
24 H 3.936 -0.563 -0.853  0.2363
25 H 3.527 -1.723 0.432  0.3018
26 H 2.705 1.667 -0.573  0.4421
27 N -1.620 2.134 4.138  -0.5191
28 C -2.134 2.123 2.855  0.9649
29 C -2.694 3.288 2.322  -0.6129
30 C -3.207 3.290 1.017  -0.4980
31 C -3.155 2.122 0.255  -0.3762
32 N -3.632 2.025 -1.043  -0.6390
33 C -3.450 0.806 -1.496  -0.1123
34 S -2.687 -0.326 -0.381  -0.0799
35 C -2.602 0.963 0.788  0.6800
36 C -2.088 0.954 2.090  -0.6472
37 H -1.462 3.044 4.567  0.2037
38 H -1.002 1.371 4.405  0.1996
39 H -2.735 4.194 2.917  0.3035
40 H -3.643 4.187 0.587  0.4224
41 H -3.753 0.512 -2.497  0.4408
42 H -1.666 0.047 2.505  0.2842



5.
An isolated ion of composition C14H20NO3 and charge +1, computed with wB97M-V/def2-TZVPD.

Properties
frontier orbital gap: 9.64 eV
SMILES: O=C(Cc1ccccc1)OCC[NH+]1CCOCC1
LUMO level: -2.33 eV
energy relative to the best compared isomer or geometry (same formula, charge and spin): 0.000 eV
charge: +1
2S+1: 1

Last column: Mulliken charge in e.
Geometry (Å):
1 O -0.024 -0.359 -0.813  -0.7555
2 C 0.773 0.563 -0.905  0.7990
3 C 2.013 0.528 -1.726  -1.0878
4 C 3.060 -0.054 -0.787  0.6172
5 C 3.759 0.780 0.075  -0.3288
6 C 4.708 0.251 0.933  -0.6197
7 C 4.952 -1.112 0.943  -0.4214
8 C 4.245 -1.947 0.094  -0.5701
9 C 3.295 -1.422 -0.766  -0.3960
10 O 0.644 1.698 -0.220  -0.3015
11 C -0.283 1.792 0.861  -0.6261
12 C -1.750 1.837 0.426  -0.5892
13 N -2.285 0.482 0.153  0.3480
14 C -2.753 -0.221 1.368  -0.5264
15 C -3.144 -1.654 0.989  -0.5318
16 O -4.156 -1.649 0.017  -0.3947
17 C -3.736 -0.999 -1.152  -0.5227
18 C -3.362 0.460 -0.862  -0.5069
19 H 1.875 -0.121 -2.590  0.4236
20 H 2.295 1.534 -2.030  0.3695
21 H 3.570 1.843 0.065  0.4068
22 H 5.258 0.906 1.591  0.3898
23 H 5.693 -1.523 1.611  0.3966
24 H 4.434 -3.009 0.097  0.3904
25 H 2.746 -2.074 -1.428  0.3763
26 H -0.020 2.732 1.351  0.4050
27 H -0.105 0.966 1.558  0.3527
28 H -2.349 2.314 1.204  0.3712
29 H -1.826 2.439 -0.484  0.3813
30 H -1.441 -0.064 -0.244  0.1936
31 H -1.965 -0.234 2.120  0.3877
32 H -3.625 0.305 1.765  0.4009
33 H -3.549 -2.177 1.856  0.3929
34 H -2.258 -2.195 0.623  0.2923
35 H -4.574 -1.041 -1.849  0.3906
36 H -2.872 -1.517 -1.594  0.2885
37 H -3.015 0.942 -1.776  0.3916
38 H -4.230 0.998 -0.471  0.4130



6.
A 2-piece molecular cluster, C14H21ClF3NO6PS overall at a distorted geometry, computed with wB97M-V/def2-TZVPD.

Properties
frontier orbital gap: 6.08 eV
LUMO level: -5.41 eV
energy relative to the best compared isomer or geometry (same formula, charge and spin): 0.333 eV
charge: +1
2S+1: 1

Last column: Mulliken charge in e.
Geometry (Å):
1 C -5.339 1.039 -5.140  -0.6274
2 C -4.861 1.682 -4.078  -0.3342
3 C -4.188 0.986 -2.943  0.5852
4 O -4.797 0.293 -2.177  -0.4855
5 O -2.860 1.224 -2.847  -0.2382
6 C -2.250 0.758 -1.644  -0.6845
7 C -0.737 0.840 -1.834  -0.6016
8 C 0.043 -0.078 -0.869  -0.6029
9 C 0.941 0.751 0.094  -0.4777
10 C 2.318 0.935 -0.546  -0.7707
11 C 3.331 1.559 0.436  -0.7714
12 S 3.642 3.284 0.005  0.2872
13 O 2.580 4.121 1.020  -0.1884
14 C 2.843 5.411 0.975  0.4411
15 N 2.896 6.557 0.909  -0.3111
16 P 5.748 3.570 0.663  0.4404
17 O 6.042 5.040 0.108  -0.4142
18 Cl 5.443 3.853 2.627  -0.0854
19 H -4.896 0.100 -5.449  0.2660
20 H -6.156 1.470 -5.702  0.2719
21 H -4.921 2.762 -3.986  0.3178
22 H -2.549 -0.258 -1.393  0.4030
23 H -2.547 1.387 -0.800  0.2398
24 H -0.560 0.527 -2.865  0.3324
25 H -0.416 1.882 -1.770  0.3807
26 H -0.609 -0.734 -0.301  0.3348
27 H 0.707 -0.681 -1.489  0.4128
28 H 1.016 0.221 1.041  0.2572
29 H 0.460 1.723 0.225  0.2969
30 H 2.211 1.533 -1.452  0.3150
31 H 2.689 -0.051 -0.823  0.4694
32 H 3.013 1.496 1.477  0.4727
33 H 4.310 1.092 0.302  0.6356
34 H 6.634 4.947 -0.660  0.4019
35 C -0.602 -6.220 2.146  -1.1195
36 C -0.572 -5.478 3.464  -0.1934
37 O -0.151 -4.104 3.288  -0.3259
38 C -1.074 -3.267 2.846  0.1786
39 O -2.211 -3.510 2.577  -0.4975
40 C -0.479 -1.849 2.757  1.1365
41 F 0.726 -1.849 2.152  -0.2841
42 F -0.316 -1.324 3.976  -0.2786
43 F -1.277 -1.035 2.064  -0.2356
44 H 0.368 -6.158 1.652  0.3041
45 H -0.844 -7.268 2.315  0.3793
46 H -1.347 -5.798 1.473  0.3207
47 H 0.163 -5.916 4.135  0.3197
48 H -1.538 -5.502 3.964  0.3271